Record 1
{"formula": "C2H3N3S", "method": "ωB97M-V/def2-TZVPD", "total_charge": 0, "orbital_gap_ev": [8.51, 8.55], "e_homo_ev": [-9.55, -9.51], "symbols": ["C", "C", "N", "N", "N", "S", "H", "H", "H"], "xyz": [[-0.233, 0.684, -0.959], [0.952, -0.206, -0.991], [-0.544, 1.069, 0.244], [1.473, -0.349, 0.191], [-0.999, -1.344, 1.916], [0.596, 0.552, 1.266], [-0.864, 1.031, -1.767], [1.404, -0.768, -1.947], [-1.784, -0.668, 2.047]]}

Record 2
{"formula": "C2H3N4O", "method": "ωB97M-V/def2-TZVPD", "total_charge": 1, "orbital_gap_ev": 7.22, "smiles": "NC(=O)n1n2c[n+]1-2", "e_homo_ev": -15.80, "symbols": ["N", "C", "O", "N", "N", "C", "N", "H", "H", "H"], "xyz": [[1.860, -0.210, -0.029], [1.013, 0.769, 0.060], [0.969, 1.963, 0.011], [-0.293, 0.168, 0.414], [-1.530, 0.702, 0.119], [-2.179, -0.483, 0.090], [-0.925, -0.889, -0.245], [1.485, -1.147, 0.090], [2.759, -0.108, -0.339], [-3.159, -0.765, -0.171]]}

Record 3
{"formula": "C2H3N4O", "method": "ωB97M-V/def2-TZVPD", "total_charge": 1, "orbital_gap_ev": 11.67, "e_homo_ev": -16.63, "symbols": ["C", "C", "N", "N", "N", "N", "O", "H", "H", "H"], "xyz": [[-2.146, 0.443, -0.024], [0.630, -1.243, -0.033], [0.407, 0.886, 0.030], [1.656, 0.569, 0.064], [1.819, -0.731, 0.086], [-0.296, -0.225, -0.005], [-2.905, -0.362, 0.143], [-1.905, 1.534, -0.172], [0.486, -2.249, -0.111], [2.254, 1.378, 0.023]]}

Record 4
{"formula": "C2H3N5O", "method": "ωB97M-V/def2-TZVPD", "total_charge": 0, "orbital_gap_ev": 6.52, "e_homo_ev": -9.30, "symbols": ["C", "C", "H", "H", "H", "N", "N", "N", "N", "N", "O"], "xyz": [[0.466, 0.972, -1.552], [0.890, -0.182, 0.536], [-2.192, -0.001, 1.766], [0.954, 1.235, -2.649], [1.405, -1.198, 2.254], [-0.503, -0.269, 0.468], [-1.431, 0.435, -0.183], [-0.906, 1.064, -1.202], [1.314, 0.379, -0.738], [1.664, -0.818, 1.166], [-1.158, -1.288, 1.019]]}

Record 5
{"formula": "C2H3N5O", "method": "ωB97M-V/def2-TZVPD", "total_charge": 0, "orbital_gap_ev": 8.77, "e_homo_ev": -9.14, "symbols": ["C", "C", "H", "H", "H", "N", "N", "N", "N", "N", "O"], "xyz": [[-0.704, 2.227, -0.202], [-0.263, -0.113, 0.078], [0.480, 2.830, 0.214], [1.215, -2.630, 0.376], [-1.272, -2.073, 0.454], [-1.098, 0.791, -0.261], [1.025, 0.189, -0.378], [1.708, -0.967, -0.319], [0.832, -1.888, -0.067], [-0.304, -1.415, 0.480], [-1.620, 3.049, -0.375]]}

Record 6
{"formula": "C2H3NO", "method": "ωB97M-V/def2-TZVPD", "total_charge": 0, "orbital_gap_ev": 10.43, "smiles": "CC1=NO1", "e_homo_ev": -9.61, "symbols": ["C", "C", "N", "O", "H", "H", "H"], "xyz": [[0.468, 0.289, -0.682], [-0.561, -0.258, 0.492], [-1.566, -0.841, 0.918], [-0.308, -0.265, 1.783], [0.302, 1.261, -0.950], [0.206, -0.356, -1.408], [1.459, 0.170, -0.154]]}

Record 7
{"formula": "C2H3NO", "method": "ωB97M-V/def2-TZVPD", "total_charge": 0, "orbital_gap_ev": 11.32, "smiles": "N#CCO", "e_homo_ev": -10.81, "symbols": ["N", "C", "C", "O", "H", "H", "H"], "xyz": [[1.926, 0.781, -0.019], [1.116, -0.031, 0.046], [-0.224, -0.612, 0.075], [-0.891, 0.769, -0.423], [-0.332, -1.410, -0.734], [-0.422, -1.154, 1.044], [-1.164, 1.644, 0.015]]}

Record 8
{"formula": "C2H3NO", "method": "ωB97M-V/def2-TZVPD", "total_charge": 0, "orbital_gap_ev": 8.95, "e_homo_ev": -8.97, "symbols": ["C", "C", "N", "O", "H", "H", "H"], "xyz": [[-0.081, 0.912, -0.650], [-0.094, -0.003, 0.523], [-0.989, -0.519, 1.188], [0.237, 2.014, -0.873], [-0.709, -1.238, 1.850], [0.681, -0.444, -1.433], [0.955, -0.723, -0.606]]}

Record 9
{"formula": "C2H3NO", "method": "ωB97M-V/def2-TZVPD", "total_charge": 0, "orbital_gap_ev": 11.03, "smiles": "CN=C=O", "e_homo_ev": -10.47, "symbols": ["C", "N", "C", "O", "H", "H", "H"], "xyz": [[-0.731, -0.361, -0.194], [0.221, 0.793, -0.313], [1.304, 0.715, 0.156], [2.384, 0.906, 0.588], [-0.221, -1.424, 0.095], [-1.566, -0.457, -1.075], [-1.391, -0.173, 0.743]]}

Record 10
{"formula": "C2H3NO", "method": "ωB97M-V/def2-TZVPD", "total_charge": 0, "orbital_gap_ev": 10.87, "smiles": "[H]/N=C1/CO1", "e_homo_ev": -9.88, "symbols": ["H", "N", "C", "C", "O", "H", "H"], "xyz": [[2.019, 1.028, -0.078], [1.680, 0.120, 0.033], [0.472, -0.070, 0.044], [-0.917, -0.405, 0.097], [-0.841, 0.991, 0.025], [-1.091, -0.660, -0.928], [-1.322, -1.003, 0.808]]}

ΔE to the lowest compared entry with this formula, charge and spin list, top to bottom, in kcal/mol: 111.1; 149.0; 60.0; 244.2; 133.2; 90.8; 55.8; 106.6; 17.6; 71.2